DFT (wB97M-V/def2-TZVPD) results for a 15-piece molecular cluster, H30O15 overall at a distorted geometry.

```
45
Properties=species:S:1:pos:R:3:forces:R:3
O 1.4434 -1.0138 -3.4888 -0.8 0.5 1.6
H 1.8625 -1.1368 -4.3138 1.2 -0.1 -1.1
H 2.0805 -0.8260 -2.7733 -0.2 -0.1 -0.8
O 0.1267 -0.7481 2.2215 0.6 -0.8 -0.7
H -0.2777 -0.1276 2.7993 -0.9 0.9 0.7
H -0.6134 -1.2518 1.8519 -0.2 -0.1 0.2
O 1.2861 2.3386 2.2456 0.2 -0.4 0.9
H 1.3505 2.1126 3.1923 0.0 0.3 -0.5
H 1.8089 1.6218 1.8298 -0.2 0.2 -0.3
O -2.8131 -0.5200 1.8546 -0.7 -1.4 1.5
H -2.8213 -1.0112 1.0396 0.0 -0.2 -1.0
H -2.2722 0.2289 1.7285 0.7 1.8 -0.6
O 2.7266 0.2752 1.0075 1.9 2.7 0.1
H 2.5256 -0.5672 1.3319 -0.7 -2.6 0.2
H 3.4835 0.5371 1.5911 -0.8 -0.3 -0.8
O 2.4821 -0.3734 3.7062 1.0 0.0 -1.0
H 1.9876 -0.2343 4.4798 -0.6 0.2 2.1
H 1.7697 -0.5320 3.0917 -0.4 -0.4 -0.7
O -3.6302 1.1297 -0.6270 -2.1 0.1 0.3
H -3.9142 1.0427 -1.5403 0.6 0.1 0.1
H -2.7014 1.0511 -0.5303 1.4 0.1 -0.4
O 2.0157 -2.6055 0.6531 2.6 -0.1 2.8
H 1.1649 -2.7857 0.3271 -1.8 -0.7 -0.9
H 2.1241 -3.0454 1.5496 -0.5 0.7 -1.8
O -1.7307 -0.3936 -2.6662 -0.4 0.2 -0.9
H -1.2645 -0.6778 -3.4557 0.9 -0.4 0.1
H -2.4827 0.0256 -3.1012 -0.2 0.3 0.6
O 0.4184 -2.6884 -1.6825 -1.0 -0.3 1.5
H 0.2960 -1.7816 -1.3594 -0.3 -0.1 0.6
H 0.8579 -2.4624 -2.4700 1.0 -0.2 -1.9
O -1.0614 2.4749 -1.7746 -0.3 0.4 -0.7
H -0.1369 2.3502 -1.5442 0.5 0.1 0.3
H -0.9814 2.9864 -2.5935 -0.3 -0.2 0.2
O -1.1941 1.9664 1.1130 -1.5 0.5 -0.6
H -0.3840 2.1477 1.5643 1.6 0.0 0.7
H -1.4762 2.8706 0.8739 -0.2 -0.8 -0.2
O 1.5652 2.2495 -0.9038 0.9 -0.9 -0.2
H 1.4364 1.2849 -0.8091 -0.7 0.0 0.3
H 2.5248 2.1988 -1.0007 0.0 0.8 -0.1
O 0.3129 -0.2433 -0.4607 0.0 0.4 0.5
H 0.3619 -0.1702 0.5222 0.1 -0.1 -0.7
H -0.5046 0.2169 -0.6852 -0.1 0.1 -0.2
O -2.4054 -1.9912 -0.6182 0.8 -0.1 1.4
H -3.2643 -2.3525 -0.7586 -0.8 -0.3 -0.5
H -2.0821 -1.5694 -1.4171 -0.2 0.1 -0.5
```
Forces are in eV/Å.

* E_LUMO: 0.0015 Eh
* charge: 0
* electronic energy: -31200.438 eV
* HOMO-LUMO gap: 10.48 eV
* relative energy (zero: lowest compared OMol25 entry of this formula, charge and spin): 28.30 kcal/mol

---

DFT (wB97M-V/def2-TZVPD) results for a 16-piece molecular cluster, H30O19S overall at a distorted geometry.

```
50
Properties=species:S:1:pos:R:3:forces:R:3
S -0.0932 0.2733 -0.0708 -2.2 -3.6 0.6
O -0.9824 1.2502 0.5567 -0.2 -0.7 -0.3
O -0.7175 -0.1933 -1.3175 1.2 1.1 -0.4
O 1.1849 0.8474 -0.2542 2.3 1.3 -0.6
O 0.0331 -0.9403 0.7516 0.2 1.1 0.0
O -0.2213 3.4580 1.2344 0.2 0.5 0.2
H -0.4719 2.5400 0.9355 0.5 1.1 0.2
H 0.0169 3.3408 2.1600 0.0 0.0 -0.1
O 2.0869 -2.1051 1.9491 -0.8 -0.1 0.2
H 1.7603 -2.9360 2.3091 0.3 -0.2 0.0
H 1.2685 -1.8120 1.4767 1.3 0.2 0.3
O -1.2032 -2.4153 2.3026 -0.9 -0.4 2.0
H -0.8046 -1.7987 1.6644 -0.3 0.3 -0.4
H -1.7977 -1.8831 2.8740 0.3 -0.5 -0.9
O 3.4813 1.0308 1.0751 -0.1 0.7 -0.2
H 3.3916 1.9893 1.1243 0.4 0.1 0.3
H 2.7236 0.8801 0.4868 0.3 -0.7 0.6
O 0.4830 0.6141 -3.7678 1.7 1.6 -1.5
H 0.0332 0.4403 -2.9638 -0.8 -0.3 1.5
H 1.0562 1.3990 -3.5688 -0.8 -1.2 -0.1
O -2.9114 1.1016 -1.6977 -1.2 0.5 -0.8
H -3.3709 1.3604 -0.8869 0.6 0.1 -0.2
H -1.9979 0.8685 -1.5150 -0.3 0.0 0.3
O -1.6588 -1.7212 -3.1563 0.0 0.1 -0.8
H -1.4572 -2.4856 -2.6206 0.0 -0.3 0.3
H -1.2955 -0.9815 -2.6402 -0.4 -0.6 -0.4
O 3.0338 0.0729 -1.9768 0.0 0.3 0.0
H 3.2475 0.9080 -2.3996 0.2 0.1 -0.3
H 2.4132 0.4018 -1.3002 0.3 -0.7 -0.2
O 0.9862 -3.3815 -0.4973 -1.1 -0.3 1.3
H 1.4140 -3.0436 -1.2699 0.7 0.1 -1.2
H 0.5275 -2.5617 -0.2428 -0.1 -0.6 0.2
O -2.6906 -1.6517 -0.2547 -1.5 0.0 1.7
H -1.9637 -1.1720 -0.6612 -0.2 0.3 0.0
H -2.9986 -1.1439 0.5512 0.9 -0.8 -1.6
O 0.0775 -0.8469 4.2629 0.7 0.9 1.2
H -0.1697 -1.4956 3.6181 0.0 -1.4 -0.8
H -0.3496 -1.0682 5.0891 -0.1 -0.2 0.1
O -1.4765 0.9209 3.0854 -1.7 2.5 -0.7
H -1.0923 0.1323 3.3674 1.4 -1.6 0.9
H -1.2279 1.0507 2.1523 -0.2 -0.3 0.6
O 1.6390 -2.1396 -2.6332 0.5 1.1 -0.3
H 1.0917 -2.2463 -3.4164 -0.2 0.4 0.1
H 1.7987 -1.1591 -2.4722 0.1 -1.4 -0.7
O -3.1552 2.5278 0.6951 -2.3 0.6 0.0
H -2.3302 2.0622 0.7262 0.7 0.0 0.1
H -3.0638 3.4236 1.0151 0.5 -0.1 0.1
O 2.3160 2.7643 -1.4443 1.0 -1.5 0.3
H 1.6577 3.4026 -1.5210 -1.5 2.3 -0.5
H 1.7795 2.1218 -0.9142 0.6 0.2 -0.3
```
Forces are in eV/Å.

* E_LUMO: 0.1817 Eh
* charge: -2
* electronic energy: -50228.263 eV
* HOMO-LUMO gap: 9.10 eV
* relative energy (zero: lowest compared OMol25 entry of this formula, charge and spin): 65.44 kcal/mol

---

DFT (wB97M-V/def2-TZVPD) results for H30O27S3Zn as an isolated structure at a distorted geometry.

```
61
Properties=species:S:1:pos:R:3:forces:R:3
Zn -1.8922 -1.6256 0.9685 -0.8 -2.0 -1.1
S -4.0134 -1.7834 -1.6655 0.7 -1.3 -2.4
O -5.4490 -1.8947 -1.5032 -2.3 0.0 0.8
O -3.4557 -2.9894 -2.2421 0.1 -0.7 -0.2
O -3.7012 -0.6308 -2.5078 0.2 1.3 0.3
O -3.4107 -1.5905 -0.3029 0.2 0.9 1.9
S 0.5249 0.2654 0.0763 -1.4 -2.8 0.7
O -0.7639 -0.3763 0.1768 -0.1 2.0 -1.1
O 0.5339 1.2370 -1.0084 0.0 1.5 -0.3
O 0.7933 0.8939 1.3744 1.1 1.8 0.7
O 1.5190 -0.7686 -0.1365 1.0 0.3 0.1
S -0.6714 -4.5400 -0.0657 -0.1 -1.4 -1.6
O 0.7624 -4.8500 -0.1383 1.3 0.5 0.6
O -1.2418 -4.7600 -1.3911 -0.3 -0.1 0.0
O -1.2890 -5.3998 0.9570 -0.6 0.0 1.0
O -0.8792 -3.0864 0.2863 0.5 0.1 0.8
O -2.9448 -0.2829 2.0961 -0.3 0.3 1.5
H -3.5384 -0.4024 2.8389 0.0 -0.4 0.0
H -3.3083 0.4666 1.5958 0.2 0.3 -1.2
O -1.4909 2.9549 -1.5703 -0.2 0.7 0.5
H -0.7406 2.4287 -1.2463 0.2 -0.4 0.2
H -1.4944 3.7219 -0.9935 -0.1 0.1 0.1
O -3.4794 1.1650 -0.1087 -0.3 0.9 0.9
H -3.4614 0.2953 -0.5365 -0.1 -0.6 -0.5
H -2.8376 1.6903 -0.5928 0.1 0.0 -0.2
O -0.4342 -1.5478 2.6708 -0.5 -0.2 0.6
H 0.1933 -0.8463 2.8702 0.1 0.2 0.0
H -0.2510 -2.2291 3.3201 0.1 -0.3 -0.3
O 1.3902 0.2422 3.7711 0.3 0.0 0.8
H 1.3661 0.6815 2.9025 0.1 -0.2 -0.3
H 1.3632 0.9612 4.4051 0.0 0.1 0.0
O 1.7152 0.3307 -3.2614 0.3 0.2 -0.7
H 2.3541 0.9504 -3.6210 0.1 0.1 0.1
H 1.3171 0.8019 -2.5161 -0.2 -0.4 0.1
O -1.1619 1.3409 -3.7218 0.1 0.6 -0.6
H -0.2551 1.1179 -3.9499 0.1 -0.5 0.2
H -1.0963 1.7908 -2.8720 -0.3 -0.3 -0.6
O 3.4802 0.9546 -0.4404 0.7 0.5 0.4
H 3.1042 1.6356 -0.9998 0.2 0.0 -0.3
H 2.7408 0.3384 -0.2601 0.5 -0.4 -0.3
O 3.0911 -2.4750 1.4901 0.6 0.0 0.5
H 2.4443 -1.8872 1.0794 -0.3 0.0 -0.2
H 3.2403 -3.1562 0.8316 -0.4 -0.2 -0.1
O 3.0013 2.5094 2.0823 0.1 0.7 0.6
H 3.6571 2.8763 1.4866 0.1 -0.3 -0.2
H 2.5379 1.8479 1.5511 -0.1 -0.4 -0.3
O 2.0934 3.1297 -1.8384 0.5 0.7 -0.2
H 1.7497 4.0014 -1.6348 0.0 0.1 0.1
H 1.5631 2.5240 -1.2897 -0.5 -0.2 -0.1
O 0.7681 4.3643 1.9800 0.0 0.7 -0.1
H 1.5457 3.8181 2.1551 0.2 -0.3 -0.1
H 0.0505 3.7354 1.8716 -0.2 -0.1 0.2
O -0.9644 2.0957 2.7995 -0.3 1.0 0.7
H -1.1068 1.3616 3.3995 -0.1 -0.3 -0.2
H -0.2115 1.8138 2.2482 -0.2 -0.6 -0.3
O 2.5771 -2.3842 -1.9143 1.4 -0.2 -0.2
H 2.4601 -1.7061 -1.2321 -0.3 -0.3 -0.5
H 2.6550 -3.2078 -1.4264 -0.6 -0.2 0.1
O -0.1597 -1.8251 -2.4111 0.0 0.3 -0.5
H -0.1100 -1.5325 -1.4970 -0.2 -0.6 -0.2
H -0.7786 -2.5644 -2.3883 -0.3 -0.1 0.2
```
Forces are in eV/Å.

* E_LUMO: 0.2719 Eh
* charge: -4
* electronic energy: -136691.652 eV
* HOMO-LUMO gap: 3.62 eV
* relative energy (zero: lowest compared OMol25 entry of this formula, charge and spin): 52.26 kcal/mol

---

DFT (wB97M-V/def2-TZVPD) results for H31MnO17P as an isolated structure at a distorted geometry.

```
50
Properties=species:S:1:pos:R:3:forces:R:3
O 12.3744 29.8841 -25.4652 -0.7 0.7 -0.1
H 13.1693 30.4338 -25.6470 0.0 -0.3 0.2
H 12.1478 29.3416 -26.2463 0.4 -0.4 0.3
H 11.5570 30.4866 -25.2315 0.6 0.2 0.0
O 11.4527 33.3736 -27.2169 -1.1 -0.1 -0.1
H 12.0350 32.7208 -27.6626 0.1 0.3 0.1
H 10.8871 32.9440 -26.4491 0.9 -0.7 0.6
H 10.8169 33.7098 -27.8860 0.6 0.3 -0.2
O 8.4345 29.9962 -27.9440 0.4 0.5 0.8
H 8.4432 30.4954 -27.0082 -0.8 0.2 -0.3
H 8.1754 30.5967 -28.6722 -0.1 -0.3 -0.1
H 9.3221 29.6268 -28.0990 -0.3 -0.4 -0.4
O 10.4123 34.5209 -23.3859 -0.1 -0.6 0.5
H 10.1199 35.1235 -24.0836 -0.1 0.5 0.3
H 10.4978 34.9567 -22.5085 0.2 0.1 -0.3
H 9.8238 33.6537 -23.3319 -0.3 0.0 -0.1
O 7.2102 34.0213 -26.5295 0.8 -0.9 -0.4
H 7.1532 33.9845 -27.5091 -0.5 0.2 0.2
H 7.6078 33.1066 -26.1790 -0.4 0.1 -0.2
H 7.7894 34.7664 -26.2784 -0.6 0.3 0.3
Mn 8.3338 30.8261 -22.3458 -0.5 -0.7 2.4
P 9.2065 31.5307 -24.6730 0.1 -0.7 -0.2
O 10.6462 31.9504 -25.1050 0.0 -0.1 -1.6
O 8.2037 31.6139 -25.8917 1.6 0.7 0.3
O 8.7975 32.4623 -23.4759 0.6 0.6 -1.7
O 9.2553 30.0959 -24.0837 -0.2 2.0 -1.0
O 8.1574 28.8783 -21.6876 -0.4 -0.7 0.4
H 8.6298 28.5721 -20.8957 0.0 0.0 -0.1
H 7.4906 28.1911 -21.8612 0.1 0.1 -0.1
O 7.7413 28.3302 -25.5495 0.1 0.7 -0.4
H 8.5005 27.7560 -25.6962 -0.2 -0.3 0.3
H 8.0582 29.0483 -24.9761 0.0 -0.7 0.0
O 6.7497 34.4479 -23.9012 0.6 0.2 -0.4
H 7.1966 33.5964 -23.9662 -0.3 -0.1 0.6
H 6.9500 34.7812 -23.0173 -0.3 0.0 0.0
O 12.2893 32.4409 -22.8451 -0.2 -0.5 -0.1
H 12.9549 31.7638 -22.6530 0.2 0.4 0.1
H 11.7662 32.1148 -23.5940 0.3 0.2 0.1
O 10.7374 27.8496 -23.9764 0.1 0.9 -0.1
H 10.2395 28.6944 -23.9434 0.2 -1.0 -0.1
H 10.6808 27.5291 -24.8824 -0.1 -0.4 0.2
O 7.5690 32.1575 -20.7808 -0.2 0.1 0.1
H 6.6875 32.1649 -20.3687 0.1 -0.1 -0.1
H 8.1192 32.7006 -20.1978 -0.1 -0.1 0.0
O 5.5963 31.1510 -25.2797 0.3 0.0 0.0
H 6.4523 31.1858 -25.7244 -0.5 -0.4 0.1
H 5.1053 30.4269 -25.6935 -0.1 0.1 0.2
O 10.3019 30.7586 -21.3261 0.0 0.0 0.2
H 10.6527 30.9147 -20.4348 -0.2 0.0 0.0
H 11.0830 30.6620 -21.8832 0.0 0.0 0.1
```
Forces are in eV/Å.

* E_LUMO (spin up / spin down): -0.4918 / -0.4918 Eh
* 2S+1: 6
* charge: +4
* electronic energy: -75880.481 eV
* HOMO-LUMO gap (spin up / spin down): 8.04 / 8.06 eV
* relative energy (zero: lowest compared OMol25 entry of this formula, charge and spin): 0.00 kcal/mol

---

- The highest charge belongs to which entry?
  H31MnO17P

---

- Which value of charge does entry 2 give?
  -2

---

- Which formula does entry 4 have?
  H31MnO17P